102
Properties=species:S:1:pos:R:3 method="wB97M-V/def2-TZVPD" total_charge=+1 energy_ev=-89281.4995 homo_lumo_gap_ev=7.42 largest_force_ev_per_a=3.19 lumo_ha=-0.1265
C -2.2018 -0.8178 0.1856
C -2.5440 -1.5095 -1.1670
C -3.9532 -1.0998 -1.7185
C -3.9961 -0.9962 -3.2539
C -5.4693 -0.9514 -3.7118
N -3.1390 0.0929 -3.8239
C -3.0892 1.2405 -3.0005
N -1.9467 1.4992 -2.3119
B -1.0435 2.4642 -3.0321
O -1.1054 2.6759 -4.3965
N -0.0784 3.2212 -2.2588
C 1.3221 2.9341 -2.7229
C -0.1236 2.7785 -0.8315
N -4.1159 2.0222 -2.9192
C -4.1634 3.2076 -2.0932
S -4.1908 4.6824 -3.2113
C -4.6061 6.1183 -2.1377
C -4.0369 5.9224 -0.7032
H -2.7750 0.1017 0.3632
H -1.1310 -0.5714 0.2546
H -2.3935 -1.5079 1.0181
H -1.7518 -1.3974 -1.9224
H -2.5853 -2.5848 -0.9442
H -4.6132 -1.9399 -1.4548
H -4.3713 -0.2264 -1.1924
H -3.5840 -1.9452 -3.6320
H -5.5784 -0.9059 -4.8072
H -5.9115 -1.9204 -3.4272
H -6.0801 -0.1948 -3.1976
H -3.5981 0.3723 -4.6928
H -1.4439 0.6033 -2.3234
H -1.2349 3.6277 -4.5368
H 1.8729 2.3408 -1.9784
H 1.8587 3.8925 -2.8059
H 1.3341 2.4341 -3.6996
H 0.6380 3.3305 -0.2586
H -1.0871 3.0501 -0.3802
H 0.1129 1.7104 -0.7145
H -4.9455 1.8095 -3.4662
H -3.2974 3.3126 -1.4352
H -5.0469 3.2397 -1.4406
H -4.1838 7.0289 -2.5752
H -5.6980 6.2068 -2.1392
H -3.9108 6.8657 -0.1645
H -4.6886 5.2292 -0.1552
H -3.0517 5.4399 -0.8003
C -10.4263 -0.0927 -3.5913
C -11.5372 -0.7753 -3.9022
C -11.7294 -2.1994 -3.4714
O -12.7616 -2.7665 -3.7632
C -10.6529 -2.8397 -2.7192
C -9.5464 -2.1557 -2.4144
C -9.3680 -0.7266 -2.8226
O -8.3407 -0.1473 -2.5003
O -8.5368 -2.7066 -1.7281
O -12.5248 -0.2311 -4.6047
H -10.2767 0.9342 -3.8940
H -10.7934 -3.8712 -2.4279
H -7.8661 -2.0039 -1.6383
H -13.2074 -0.9264 -4.6914
C 4.8081 -0.0307 -0.3631
C 5.8765 -0.4171 0.3520
C 6.2775 0.2960 1.6091
O 7.2432 -0.1115 2.2256
C 5.4886 1.4489 2.0282
C 4.4283 1.8315 1.3087
C 4.0113 1.1027 0.0682
O 3.0204 1.4883 -0.5387
O 3.6806 2.8855 1.6576
O 6.6312 -1.4433 -0.0038
H 4.5065 -0.5369 -1.2695
H 5.7938 1.9683 2.9270
H 2.9818 2.9497 0.9800
H 7.3282 -1.5118 0.6774
C 7.6284 0.3364 5.4183
C 6.8354 1.3437 5.7901
C 6.7329 1.7792 7.2184
O 6.0065 2.7166 7.4941
C 7.5085 1.0522 8.2164
C 8.3021 0.0392 7.8479
C 8.4243 -0.3781 6.4143
O 9.1724 -1.2925 6.1287
O 9.0248 -0.6511 8.7310
O 6.0818 2.0298 4.9112
H 7.7117 0.0162 4.3902
H 7.4124 1.3652 9.2465
H 9.5092 -1.3228 8.2124
H 5.6108 2.7000 5.4458
C 7.1569 -4.4276 2.8807
C 6.6714 -4.4852 1.6373
C 6.2655 -5.7824 1.0099
O 5.8113 -5.7697 -0.1198
C 6.4384 -7.0048 1.7849
C 6.9278 -6.9510 3.0299
C 7.3088 -5.6496 3.6679
O 7.7306 -5.6543 4.8071
O 7.1024 -8.0466 3.7690
O 6.5181 -3.3849 0.8799
H 7.4516 -3.4958 3.3454
H 6.1578 -7.9367 1.3146
H 7.4645 -7.7378 4.6226
H 6.1515 -3.7058 0.0326

54
Properties=species:S:1:pos:R:3 method="wB97M-V/def2-TZVPD" total_charge=-2 relative_energy_kj_mol=201.54 energy_ev=-129589.8107 homo_lumo_gap_ev=5.76 largest_force_ev_per_a=3.32 lumo_ha=0.1577
O -1.6684 -0.1588 0.0789
C -1.3869 0.4303 -0.8816
Co -0.8539 1.2970 -2.3248
C -2.2662 1.6998 -3.2329
O -3.3507 1.9562 -3.5736
C 0.6690 2.2769 -2.3714
O 1.5543 3.0225 -2.2945
C -0.6922 -1.2942 -2.8165
C -2.0201 -1.8796 -2.8074
C -2.6834 -2.3542 -1.6212
C -3.9925 -2.8306 -1.6825
C -4.6256 -3.0457 -2.9207
C -3.9725 -2.6297 -4.1047
C -2.7044 -2.0253 -4.0534
C 0.2145 -0.5444 -3.5458
C 0.6289 0.3136 -4.5271
Co 1.0443 -1.6666 -2.3692
C 1.0042 -1.9487 -0.5180
O 1.0781 -2.1390 0.6190
C 2.4318 -0.6113 -2.5916
O 3.3388 0.0297 -2.9121
C 1.9507 -3.1195 -2.9267
O 2.6611 -3.9466 -3.2997
H -2.1249 -2.4213 -0.6818
H -4.5075 -3.0542 -0.7478
H -5.6260 -3.4975 -2.9859
H -4.4469 -2.7854 -5.0897
H -2.1820 -1.7054 -4.9791
H 1.6460 0.1611 -4.9337
H -0.0226 1.0743 -4.9951
C 4.2198 0.3951 3.9826
C 3.7994 1.6783 3.3362
N 2.3754 1.6472 2.8303
C 2.2236 1.4970 1.4283
O 3.2540 1.6392 0.7365
C 0.9199 1.2172 0.9198
C -0.1480 1.6238 1.7875
O -1.3043 1.9578 1.4303
N 0.0906 1.6822 3.2008
C -1.1056 1.8637 4.1339
C -1.3360 0.7326 5.1094
C 1.3473 1.6912 3.7455
S 1.6402 1.7530 5.3839
H 5.2711 0.4307 4.2876
H 3.6088 0.1882 4.8700
H 4.1578 -0.4333 3.2707
H 3.8483 2.5246 4.0269
H 4.4341 1.8746 2.4733
H 0.7865 1.3139 -0.1548
H -0.9381 2.8142 4.6625
H -1.9837 1.9897 3.4976
H -2.0925 1.0023 5.8558
H -1.7338 -0.1544 4.6084
H -0.4297 0.4679 5.6675

95
Properties=species:S:1:pos:R:3 method="wB97M-V/def2-TZVPD" total_charge=+1 multiplicity=4 relative_energy_kj_mol=1384.90 energy_ev=-89518.1785 homo_lumo_gap_ev="3.58 / 2.93" largest_force_ev_per_a=8.76 lumo_ha="-0.2542 / -0.2780"
Co -1.3421 1.2610 1.5453
O 0.0685 0.1904 -1.0136
H -0.0262 -0.2982 -1.8544
C -6.7314 1.9225 -1.0419
C -6.0615 2.0504 0.2876
C -7.0141 1.8446 1.5480
O -7.6588 0.5707 1.5141
C -8.4117 0.1787 2.6771
N -5.0447 1.0758 0.3083
H -7.1775 0.9372 -1.1774
H -6.1800 2.2476 -1.9242
H -7.5915 2.5506 -0.8101
H -5.5406 3.0066 0.2371
H -7.6961 2.6948 1.5543
H -6.4346 1.9362 2.4666
H -7.7004 -0.0004 3.4834
H -8.8610 -0.7857 2.4400
H -9.1819 0.8793 2.9997
H -4.7716 0.8265 -0.6315
H -5.5615 0.2435 0.5539
C 3.1585 1.8656 5.5782
C 3.4438 1.5572 4.1059
C 4.8011 0.7918 3.9502
O 5.8385 1.6100 4.4069
C 6.1438 2.8214 3.6919
N 2.3647 0.7877 3.5218
H 2.1778 2.2122 5.9040
H 3.9321 2.5742 5.8738
H 3.4984 1.0589 6.2276
H 3.4531 2.5450 3.6453
H 4.9883 0.5639 2.9009
H 4.7982 -0.0365 4.6587
H 7.0088 3.3709 4.0631
H 5.3643 3.5223 3.9903
H 6.2745 2.7970 2.6100
H 2.7805 0.4143 2.6805
H 2.1383 -0.0817 3.9833
C 1.9162 -4.0496 -5.5221
C 2.9318 -3.3409 -6.3113
C 2.8163 -1.7773 -6.3327
O 3.9724 -1.4608 -7.1337
C 4.7470 -0.3788 -6.6520
N 4.2151 -3.8384 -5.8514
H 2.1670 -3.8564 -4.4791
H 1.9983 -5.1313 -5.6278
H 0.9547 -3.5833 -5.7369
H 2.9647 -3.7004 -7.3398
H 2.8205 -1.3544 -5.3281
H 1.8602 -1.4033 -6.6989
H 4.0411 0.3652 -6.2830
H 5.3956 0.0632 -7.4084
H 5.3386 -0.6186 -5.7685
H 4.8199 -3.1863 -6.3300
H 4.2493 -3.5401 -4.8871
C -3.5706 -0.3182 6.4098
C -2.7696 -0.3911 5.0700
C -3.2708 -1.4446 4.0620
O -2.5207 -1.4218 2.8808
C -2.9353 -2.5205 2.0851
N -2.7775 0.9431 4.4613
H -3.2664 0.3919 7.1788
H -3.7072 -1.2534 6.9527
H -4.4998 0.2183 6.2179
H -1.7547 -0.6035 5.4062
H -4.3393 -1.2573 3.9550
H -3.2909 -2.4632 4.4494
H -2.7380 -3.4450 2.6277
H -2.3453 -2.6237 1.1744
H -3.9913 -2.4081 1.8396
H -2.3637 1.5984 5.1090
H -3.7127 1.2752 4.6490
C 4.4006 -2.9414 -0.4953
O 4.8558 -2.2995 -1.4144
N 3.2201 -2.8644 0.1546
N 5.1784 -3.7076 0.1743
H 2.9957 -3.3252 1.0249
H 2.6088 -2.1337 -0.1809
H 6.1389 -3.7834 -0.1287
H 4.8450 -3.9835 1.0869
C -3.0417 -0.0912 -4.7921
O -3.2558 -0.8560 -3.9382
N -3.3202 -0.1765 -6.0911
N -2.3702 1.0213 -4.6478
H -2.8851 0.4789 -6.7245
H -3.8121 -1.0055 -6.3924
H -2.1825 1.6011 -5.4532
H -1.8017 1.0974 -3.8164
C 4.4422 3.5128 -2.0053
O 5.6115 3.3258 -2.2545
N 3.5790 2.5805 -2.2025
N 3.9743 4.4052 -1.2728
H 2.7653 2.5536 -1.6048
H 3.9446 1.7505 -2.6472
H 2.9802 4.4228 -1.0955
H 4.5278 5.2267 -1.0758

68
Properties=species:S:1:pos:R:3 method="wB97M-V/def2-TZVPD" total_charge=-1 energy_ev=-46926.2087 homo_lumo_gap_ev=6.55 largest_force_ev_per_a=0.49 lumo_ha=0.0931
C 1.0350 -1.4241 -0.4006
N 0.0661 -0.4659 -0.8675
C -0.5124 -0.7398 -2.1689
C -1.9241 -0.1829 -2.3551
O -1.9001 1.2169 -2.4905
P -2.5027 2.1029 -1.0723
O -2.7114 0.5560 -0.2602
C -2.9135 -0.4429 -1.2095
C -2.8910 -1.8424 -0.5847
N -3.3716 -1.8819 0.8029
H 1.5655 -1.0323 0.4691
H 0.5151 -2.3299 -0.0649
H 1.7840 -1.7429 -1.1457
H 0.3743 0.4903 -0.7771
H 0.0863 -0.3212 -2.9936
H -0.5330 -1.8261 -2.3054
H -2.3056 -0.6236 -3.2895
H -2.9583 2.8044 0.1129
H -1.1252 2.2147 -0.5915
H -2.3461 3.3630 -1.7845
H -3.8599 1.9804 -1.5759
H -3.9147 -0.2954 -1.6628
H -3.5218 -2.5017 -1.1874
H -1.8852 -2.2582 -0.5991
H -2.6842 -1.3823 1.3579
H -4.1961 -1.2923 0.8634
O -1.5051 -4.2904 -2.4213
C -1.5877 -5.1456 -1.5875
O -2.0890 -6.3541 -1.9602
C -2.1590 -7.4611 -1.0620
C -3.3942 -7.4083 -0.1862
C -1.2235 -4.9058 -0.1418
H -1.2459 -7.5365 -0.4697
H -2.1926 -8.3350 -1.7122
H -3.3853 -6.5350 0.4654
H -3.4512 -8.3020 0.4376
H -4.2894 -7.3580 -0.8058
H -2.0815 -4.4401 0.3499
H -0.4044 -4.1929 -0.1202
H -0.9366 -5.7979 0.4082
O 4.5775 -0.4604 3.0493
C 3.5799 0.1539 3.3270
O 3.0800 1.0231 2.4410
C 1.8357 1.7175 2.6486
C 2.0157 2.9624 3.4881
C 2.9154 -0.0006 4.6783
H 1.0909 1.0355 3.0607
H 1.4994 1.9816 1.6480
H 2.3299 2.7239 4.5066
H 1.0700 3.5038 3.5405
H 2.7668 3.6027 3.0300
H 3.4162 0.6707 5.3764
H 3.0742 -1.0226 5.0121
H 1.8529 0.2231 4.6865
O 3.7563 4.4533 1.1478
C 3.3838 5.0980 0.2040
O 2.0646 5.2204 -0.0099
C 1.5249 6.0264 -1.0682
C 1.4820 5.2835 -2.3847
C 4.3704 5.7093 -0.7654
H 2.0772 6.9651 -1.1384
H 0.5167 6.2657 -0.7363
H 2.4796 4.9991 -2.7214
H 1.0264 5.9093 -3.1528
H 0.8821 4.3788 -2.2821
H 4.6369 4.9431 -1.4938
H 5.2641 5.9714 -0.2057
H 4.0065 6.5819 -1.2996